{
  "formula": "C5H9NO",
  "method": "ωB97M-V/def2-TZVPD",
  "species": ["C", "C", "C", "C", "C", "N", "O", "H", "H", "H", "H", "H", "H", "H", "H", "H"],
  "positions_angstrom": [[-0.0209, -1.5095, 0.2647], [0.1668, -0.0198, 0.0586], [-0.5651, 0.5297, -1.1527], [0.1191, 0.8142, 1.2896], [1.5980, 0.4363, 0.2646], [2.7986, -0.4566, -0.0070], [3.7956, 0.1669, -0.2825], [0.1248, -2.0453, -0.6686], [-1.0230, -1.7211, 0.6313], [0.7013, -1.8869, 0.9853], [-0.2028, 1.5227, -1.4043], [-1.6293, 0.6035, -0.9350], [-0.4198, -0.1188, -2.0128], [0.1394, 0.3529, 2.2590], [-0.0766, 1.8671, 1.2247], [1.8366, 1.4273, -0.1222]],
  "forces_ev_per_a": [[-0.004, 0.102, 0.177], [0.144, 0.103, -0.412], [0.054, -0.049, 0.220], [2.791, -1.538, -0.959], [-0.857, 1.292, -0.134], [-0.672, 0.605, 1.000], [-1.185, -0.350, 0.292], [0.075, -0.045, -0.089], [-0.104, -0.025, -0.003], [0.015, -0.096, 0.091], [0.012, 0.136, -0.027], [-0.153, -0.059, -0.073], [0.007, -0.022, -0.118], [-0.143, -0.146, 0.188], [0.058, 0.264, -0.035], [-0.039, -0.173, -0.118]],
  "lowdin_charge": [-0.045, -0.610, -0.038, 0.091, -0.103, -0.029, -0.031, 0.083, 0.086, 0.081, 0.080, 0.085, 0.082, 0.081, 0.085, 0.101],
  "spin_multiplicity": 1,
  "smiles": "CC1(C)C[C@H]1N=O",
  "homo_ev": [-8.9, -8.9],
  "gap_ev": [8.715, 8.714],
  "de_lowest_kcal_mol": 116.1,
  "energy_ha": -325.752470
}



{
  "formula": "C13H11N",
  "method": "ωB97M-V/def2-TZVPD",
  "species": ["C", "C", "C", "C", "C", "C", "C", "C", "C", "C", "C", "C", "C", "N", "H", "H", "H", "H", "H", "H", "H", "H", "H", "H", "H"],
  "positions_angstrom": [[-2.3699, -1.9443, -1.5049], [-1.5068, -1.2149, -1.1170], [0.5082, -0.3959, 3.6418], [0.4130, -1.4673, 2.7673], [0.3709, 0.8952, 3.1620], [0.1996, -1.2493, 1.4200], [0.1483, 1.1164, 1.8154], [0.0697, 0.0464, 0.9266], [-0.0421, 1.1948, -3.1354], [0.7959, 0.1986, -2.8276], [-0.6992, 1.8984, -2.0594], [1.0795, -0.1273, -1.3977], [-0.0677, 0.3255, -0.5161], [-0.7293, 1.4827, -0.8482], [-3.0761, -2.6624, -1.8188], [0.6819, -0.5682, 4.6940], [0.5053, -2.4763, 3.1434], [0.4383, 1.7344, 3.8383], [0.0969, -2.0871, 0.7451], [0.0429, 2.1203, 1.4339], [-0.2432, 1.4874, -4.1540], [1.3320, -0.3498, -3.5898], [-1.2235, 2.8217, -2.2692], [1.2841, -1.1902, -1.2641], [1.9914, 0.4111, -1.0856]],
  "forces_ev_per_a": [[-0.658, -0.848, -0.303], [2.713, 2.991, 0.948], [-0.016, 0.084, 0.050], [0.073, -0.055, 0.020], [0.047, -0.038, 0.161], [0.086, 0.004, -0.114], [-0.013, -0.031, -0.305], [0.046, 0.071, 0.583], [0.077, -0.332, -0.155], [-0.026, 0.079, 0.038], [0.152, -0.278, 0.123], [-0.217, 0.194, 0.016], [-1.308, -2.968, -1.135], [-0.334, 0.961, 0.282], [-0.327, -0.180, -0.113], [-0.006, -0.014, 0.074], [-0.018, -0.065, -0.018], [-0.003, 0.071, 0.055], [-0.052, -0.034, -0.074], [-0.052, 0.081, -0.013], [0.029, 0.003, -0.098], [0.020, 0.033, -0.091], [-0.067, 0.132, -0.041], [-0.062, 0.147, 0.109], [-0.084, -0.010, 0.001]],
  "lowdin_charge": [-0.035, -0.030, -0.088, -0.076, -0.081, -0.040, -0.027, -0.204, -0.059, -0.047, -0.105, -0.137, -0.274, 0.101, -0.013, 0.101, 0.104, 0.102, 0.104, 0.106, 0.102, 0.113, 0.115, 0.123, 0.147],
  "spin_multiplicity": 1,
  "homo_ev": -9.0,
  "gap_ev": 8.398,
  "de_lowest_kcal_mol": 119.1,
  "energy_ha": -556.552513
}



{
  "formula": "C6H11NO2",
  "method": "ωB97M-V/def2-TZVPD",
  "species": ["C", "C", "C", "O", "C", "C", "C", "N", "O", "H", "H", "H", "H", "H", "H", "H", "H", "H", "H", "H"],
  "positions_angstrom": [[-2.6690, -0.1835, 0.4038], [-1.1992, -0.4325, 0.6432], [-0.5862, -1.5110, -0.2379], [0.0629, -0.5229, -1.0334], [-0.1818, 0.5179, -0.0685], [-0.6160, 1.8581, -0.7277], [1.0704, 0.7148, 0.8231], [2.2184, 0.2232, 0.7335], [2.4800, -0.6426, -0.2933], [-3.0412, 0.6182, 1.0606], [-3.1666, -1.1158, 0.7788], [-2.9918, -0.0380, -0.6263], [-1.0666, -0.5793, 1.7178], [0.1156, -2.2594, 0.2430], [-1.3423, -1.9983, -0.8461], [0.2141, 2.1487, -1.4072], [-0.6221, 2.6130, 0.0474], [-1.5833, 1.8196, -1.2200], [0.9836, 1.4437, 1.6152], [1.7191, -0.6726, -0.9003]],
  "forces_ev_per_a": [[-0.769, -0.975, 1.081], [-0.003, 0.527, 0.379], [-0.177, -0.816, 0.286], [0.352, 0.179, -1.012], [0.352, 0.478, 0.587], [1.305, -0.885, 0.491], [-1.683, 0.845, -0.703], [0.919, -0.520, -0.071], [0.894, -0.250, -0.045], [0.099, -0.063, -0.454], [0.074, 0.718, -0.411], [0.260, 0.122, -0.028], [0.268, 0.200, -0.105], [-0.645, 0.940, -0.527], [0.067, -0.521, -0.036], [-0.719, -0.197, 0.099], [-0.229, 0.268, 0.216], [0.106, -0.126, -0.124], [-0.231, 0.053, 0.299], [-0.240, 0.022, 0.080]],
  "lowdin_charge": [-0.071, -0.265, -0.122, -0.100, -0.408, 0.015, -0.109, 0.007, -0.053, 0.087, 0.096, 0.083, 0.142, 0.150, 0.120, 0.104, 0.078, 0.076, 0.117, 0.053],
  "spin_multiplicity": 1,
  "smiles": "C[C@H]1CO[C@]1(C)/C=N\\O",
  "homo_ev": -9.4,
  "gap_ev": 10.218,
  "de_lowest_kcal_mol": 86.6,
  "energy_ha": -440.349210
}



{
  "formula": "C32H40BBrF4N2O3S6SiTb",
  "method": "ωB97M-V/def2-TZVPD",
  "species": ["Tb", "Br", "C", "C", "C", "C", "C", "C", "C", "C", "C", "C", "H", "H", "H", "H", "H", "H", "C", "S", "C", "C", "S", "S", "C", "S", "S", "H", "H", "H", "C", "C", "C", "C", "O", "Si", "S", "O", "C", "C", "C", "C", "O", "C", "C", "C", "C", "H", "H", "H", "H", "H", "H", "H", "H", "H", "H", "H", "H", "H", "H", "H", "H", "H", "H", "H", "H", "H", "H", "H", "H", "H", "H", "H", "F", "B", "F", "F", "F", "N", "C", "C", "C", "C", "N", "C", "C", "H", "H", "H", "H"],
  "positions_angstrom": [[0.2148, 0.3072, -0.3544], [0.4160, 0.0798, 2.7364], [2.3323, 0.1375, 2.8440], [2.8385, 0.0799, 4.1069], [4.2360, 0.0754, 4.2890], [5.0537, 0.1178, 3.1989], [4.5240, 0.1803, 1.8855], [5.3936, 0.2075, 0.7686], [4.8793, 0.2333, -0.4922], [3.4808, 0.2651, -0.6887], [2.5618, 0.2812, 0.3400], [3.1139, 0.2044, 1.6604], [2.1715, 0.0327, 4.9583], [4.6443, 0.0269, 5.2911], [6.1319, 0.0968, 3.3160], [6.4646, 0.2015, 0.9427], [5.5405, 0.2385, -1.3526], [3.1373, 0.2944, -1.7182], [2.0328, 0.3514, -6.4538], [1.1343, -1.0614, -5.7586], [-0.2930, -0.2876, -5.0949], [-0.3460, 0.5570, -4.0410], [0.9565, 1.1719, -3.0797], [-1.9790, 1.0366, -3.6145], [-2.8650, 0.0382, -4.7045], [-4.5097, -0.0818, -4.6891], [-1.8222, -0.8013, -5.7826], [3.0056, -0.0370, -6.7547], [2.1598, 1.1131, -5.6885], [1.5076, 0.7492, -7.3201], [-2.3791, 4.3648, -2.0078], [-1.1943, 5.2504, -2.3836], [-0.6681, 4.8725, -3.7600], [-1.5986, 6.7206, -2.3383], [-0.0971, 5.0630, -1.4819], [-0.0008, 4.7118, 0.1125], [-0.5081, 2.7439, 0.6082], [1.5174, 5.0974, 0.5996], [2.7852, 5.0432, -0.0751], [3.8350, 5.0113, 1.0270], [2.8930, 3.7907, -0.9359], [2.9441, 6.3004, -0.9265], [-1.0247, 5.7479, 0.8690], [-1.1428, 6.1823, 2.2277], [-0.4282, 7.5263, 2.3340], [-2.6333, 6.3400, 2.4955], [-0.5339, 5.1873, 3.2148], [-3.1572, 4.4229, -2.7725], [-2.7964, 4.6778, -1.0452], [-2.0470, 3.3308, -1.9182], [-1.4360, 5.0224, -4.5238], [-0.3589, 3.8240, -3.7635], [0.2020, 5.4868, -4.0050], [-2.4468, 6.9061, -3.0021], [-0.7606, 7.3508, -2.6471], [-1.8750, 6.9895, -1.3168], [3.7475, 4.0846, 1.5994], [3.6877, 5.8552, 1.7059], [4.8387, 5.0700, 0.5993], [2.6881, 2.9077, -0.3321], [3.9016, 3.7010, -1.3481], [2.1780, 3.8216, -1.7626], [2.8742, 7.1901, -0.2941], [2.1470, 6.3402, -1.6701], [3.9112, 6.2997, -1.4355], [-0.8833, 8.2495, 1.6531], [0.6199, 7.3984, 2.0547], [-0.4817, 7.9139, 3.3546], [-3.0706, 7.0354, 1.7753], [-2.8071, 6.7184, 3.5059], [-3.1290, 5.3723, 2.3882], [0.5364, 5.0691, 3.0251], [-1.0038, 4.2081, 3.1128], [-0.6758, 5.5499, 4.2356], [1.3475, -2.2592, -0.3879], [-0.0027, -2.4157, -0.6481], [-0.3131, -1.5204, -1.7478], [-0.6864, -1.7830, 0.4634], [-0.4402, -3.6809, -0.8747], [-7.9004, -0.4863, -0.2100], [-6.7611, -0.3641, -0.3043], [-5.3292, -0.2129, -0.3982], [-4.7234, 0.9945, -0.0840], [-3.3436, 1.0827, -0.1525], [-2.5574, 0.0584, -0.5127], [-3.1607, -1.0888, -0.8361], [-4.5292, -1.2756, -0.7923], [-5.3116, 1.8546, 0.2066], [-2.8372, 2.0070, 0.0927], [-2.5296, -1.8992, -1.1680], [-4.9598, -2.2277, -1.0657]],
  "forces_ev_per_a": [[0.414, 1.172, -0.414], [0.220, -0.042, -0.033], [-0.211, 0.007, 0.045], [0.037, 0.012, 0.078], [0.020, -0.005, -0.012], [-0.003, 0.008, -0.021], [-0.039, 0.006, 0.001], [0.002, 0.010, 0.017], [0.041, 0.012, -0.014], [-0.063, 0.069, -0.032], [-0.163, -0.107, 0.231], [0.124, 0.058, 0.044], [0.047, -0.007, -0.035], [-0.008, 0.005, -0.029], [-0.023, 0.017, 0.009], [-0.025, -0.019, -0.014], [-0.020, -0.002, 0.030], [-0.020, -0.011, -0.032], [-0.164, -0.103, 0.031], [0.094, 0.028, 0.081], [0.015, -0.138, -0.080], [-0.153, -0.130, -0.014], [-0.120, 0.051, 0.464], [0.088, 0.049, 0.013], [0.071, -0.050, 0.031], [-0.068, 0.016, -0.022], [0.019, 0.075, 0.019], [-0.011, 0.054, -0.010], [0.040, 0.021, 0.002], [0.036, 0.037, 0.012], [0.090, 0.016, 0.128], [-0.042, 0.011, 0.007], [0.036, -0.064, -0.043], [0.067, 0.018, 0.077], [-0.025, 0.002, -0.019], [0.135, -0.027, -0.110], [0.059, -0.170, -0.064], [0.027, 0.064, -0.143], [0.002, -0.025, 0.006], [-0.023, -0.018, 0.072], [-0.115, 0.074, -0.037], [-0.151, 0.018, 0.083], [-0.081, -0.041, 0.136], [0.081, 0.026, -0.003], [0.040, -0.014, -0.042], [-0.036, -0.029, -0.042], [0.043, -0.043, -0.162], [0.020, 0.022, 0.027], [0.003, -0.033, -0.057], [-0.044, 0.022, -0.010], [0.033, -0.004, 0.035], [-0.006, 0.052, -0.013], [-0.038, -0.022, -0.001], [0.032, 0.003, 0.009], [-0.042, -0.025, 0.004], [-0.021, 0.008, -0.048], [0.016, 0.040, -0.016], [0.025, -0.027, -0.038], [-0.021, -0.021, 0.030], [0.035, -0.033, 0.016], [-0.035, -0.006, 0.011], [0.036, -0.016, 0.033], [0.029, -0.031, -0.042], [0.038, 0.007, -0.015], [-0.030, -0.002, 0.022], [0.019, -0.025, 0.029], [-0.033, 0.021, 0.033], [-0.001, 0.010, -0.033], [0.009, -0.024, 0.035], [-0.008, -0.012, -0.037], [0.003, 0.046, 0.021], [-0.064, 0.002, 0.037], [0.004, 0.032, 0.026], [0.014, -0.007, -0.024], [-0.125, -0.192, -0.138], [0.107, -0.669, 0.023], [-0.104, -0.249, -0.104], [0.006, -0.135, -0.061], [0.022, 0.228, 0.031], [0.150, 0.016, -0.017], [-0.049, 0.006, -0.017], [-0.023, -0.007, 0.023], [-0.062, 0.079, -0.012], [0.006, -0.108, -0.060], [-0.307, 0.238, 0.232], [0.077, -0.038, -0.141], [-0.082, -0.021, -0.030], [0.041, -0.032, 0.008], [0.043, 0.022, 0.016], [0.030, -0.010, 0.041], [0.018, 0.004, -0.013]],
  "lowdin_charge": [1.274, 0.812, -0.547, -0.149, -0.093, -0.049, -0.171, -0.054, -0.082, -0.168, -0.257, -0.223, 0.091, 0.098, 0.106, 0.104, 0.100, 0.038, -0.395, 0.801, -1.013, -1.128, 0.511, 0.887, -1.508, 0.490, 0.900, 0.028, 0.003, 0.034, -0.054, -0.636, -0.026, -0.026, -0.144, -0.120, 0.287, -0.146, -0.635, -0.030, -0.036, -0.026, -0.153, -0.650, -0.028, -0.034, -0.050, 0.093, 0.084, 0.023, 0.089, 0.051, 0.087, 0.085, 0.086, 0.076, 0.088, 0.083, 0.084, 0.059, 0.096, 0.069, 0.085, 0.075, 0.085, 0.085, 0.081, 0.083, 0.083, 0.083, 0.087, 0.081, 0.059, 0.086, 0.147, -1.286, -0.016, -0.033, 0.204, 0.159, -0.165, -0.216, 0.010, -0.141, 0.005, -0.111, 0.008, 0.124, 0.019, 0.108, 0.126],
  "spin_multiplicity": 7,
  "s2": 12.68,
  "homo_ev": [-5.3, -5.3],
  "gap_ev": [6.843, 6.832],
  "de_lowest_kcal_mol": 6.2,
  "energy_ha": -8080.665274,
  "total_charge": -1
}



What is the formula in the fourth record?
C32H40BBrF4N2O3S6SiTb



Number 3 is which compound?
C6H11NO2